Formula: C2H3N3O2
Source: the OMol25 dataset
Level of theory: ωB97M-V with the def2-TZVPD basis set

```
10
Properties=species:S:1:pos:R:3:forces:R:3
C 0.209 0.312 -1.501 0.51 -0.10 -1.09
C -0.188 -0.145 -0.205 -5.22 0.22 1.78
N 0.581 0.516 -2.572 -0.26 -0.01 0.61
N 0.299 -1.346 0.275 3.17 -2.08 0.04
N -0.242 1.016 0.799 0.58 1.46 0.69
O -0.352 2.103 0.283 0.05 0.09 -0.29
O -0.297 0.844 2.007 0.35 -1.14 -0.99
H -1.617 -0.127 -0.114 3.70 -0.42 -1.00
H 1.127 -1.859 -0.284 -2.56 2.08 1.73
H 0.481 -1.314 1.310 -0.33 -0.10 -1.49
```
Forces are in eV/Å.

Properties
Multiplicity: 1
Orbital gap: 0.3692 Eh
ΔE to the lowest compared entry with this formula, charge and spin: 132.3 kcal per mole
Charge: 0
Strongest force on any atom: 5.52 eV/A
Highest occupied orbital energy: -10.50 eV